This record from the Open Molecules 2025 dataset describes C23H28FN3O5S2 in the gas phase in a non-equilibrium geometry. The level of theory is ωB97M-V with the def2-TZVPD basis set.

Summary:
Multiplicity ... 1
HOMO ... -9.48 eV
LUMO ... -0.02 eV
Relative energy (zero: lowest compared OMol25 entry of this formula, charge and spin) ... 0.00 kcal/mol
SMILES string ... O=C(c1ccccc1F)N1CCN(S(=O)(=O)c2ccc(S(=O)(=O)N3CCCCCC3)cc2)CC1
Total energy ... -63401.0063 eV
Kohn-Sham gap ... 9.46 eV

The geometry in XYZ format:
```
62
C23H28FN3O5S2 (ωB97M-V with the def2-TZVPD basis set)
O -2.233 3.223 -2.951
C -2.928 2.265 -2.672
C -3.295 1.258 -3.721
C -2.296 0.629 -4.455
C -2.617 -0.230 -5.491
C -3.942 -0.456 -5.825
C -4.953 0.177 -5.122
C -4.617 1.023 -4.082
F -5.610 1.634 -3.399
N -3.443 2.071 -1.434
C -4.014 0.844 -0.937
C -3.055 0.213 0.081
N -2.770 1.173 1.118
S -2.139 0.562 2.532
O -2.015 1.653 3.448
O -2.930 -0.575 2.890
C -0.498 0.002 2.058
C 0.549 0.906 2.069
C 1.792 0.501 1.607
C 1.951 -0.793 1.146
S 3.562 -1.277 0.507
O 3.503 -2.676 0.181
O 3.920 -0.358 -0.531
N 4.513 -0.953 1.838
C 5.855 -0.494 1.537
C 6.721 -1.559 0.859
C 7.460 -2.497 1.819
C 6.668 -2.911 3.064
C 5.183 -3.177 2.814
C 4.335 -1.905 2.910
C 0.904 -1.696 1.141
C -0.340 -1.292 1.601
C -2.182 2.397 0.624
C -3.143 3.024 -0.386
H -1.266 0.828 -4.203
H -1.830 -0.717 -6.045
H -4.192 -1.118 -6.639
H -5.993 0.029 -5.370
H -4.188 0.142 -1.752
H -4.965 1.072 -0.446
H -3.513 -0.652 0.559
H -2.131 -0.099 -0.436
H 0.379 1.899 2.453
H 2.637 1.170 1.590
H 5.723 0.348 0.855
H 6.309 -0.134 2.462
H 6.066 -2.130 0.199
H 7.460 -1.063 0.226
H 7.743 -3.391 1.261
H 8.383 -2.017 2.151
H 7.130 -3.814 3.469
H 6.757 -2.138 3.831
H 5.027 -3.635 1.838
H 4.811 -3.869 3.573
H 4.549 -1.388 3.853
H 3.275 -2.170 2.901
H 1.083 -2.695 0.774
H -1.184 -1.964 1.629
H -2.034 3.053 1.482
H -1.214 2.203 0.136
H -2.693 3.903 -0.850
H -4.076 3.298 0.115
```



This record from the Open Molecules 2025 dataset describes C23H28FN3O6S in the gas phase in a non-equilibrium geometry. The level of theory is ωB97M-V with the def2-TZVPD basis set.

Summary:
Multiplicity ... 1
HOMO ... -8.09 eV
LUMO ... 0.34 eV
Relative energy (zero: lowest compared OMol25 entry of this formula, charge and spin) ... 7.88 kcal/mol
SMILES string ... COc1ccc(NC(=O)[C@@H](NC(=O)c2ccccc2F)C(C)C)cc1S(=O)(=O)N1CCOCC1
Total energy ... -54613.4686 eV
Kohn-Sham gap ... 8.43 eV

The geometry in XYZ format:
```
62
C23H28FN3O6S (ωB97M-V with the def2-TZVPD basis set)
C 5.052 1.393 2.092
O 3.900 2.210 2.135
C 2.748 1.908 1.506
C 1.796 2.940 1.619
C 0.550 2.875 1.049
C 0.191 1.744 0.314
N -1.043 1.590 -0.317
C -2.177 2.307 -0.117
O -2.282 3.278 0.597
C -3.359 1.688 -0.895
N -3.718 0.442 -0.238
C -3.094 -0.716 -0.516
O -2.141 -0.769 -1.285
C -3.586 -1.941 0.175
C -2.680 -2.989 0.336
C -3.055 -4.170 0.948
C -4.353 -4.335 1.402
C -5.277 -3.317 1.242
C -4.884 -2.138 0.637
F -5.818 -1.167 0.488
C -4.563 2.632 -0.982
C -4.180 3.883 -1.771
C -5.750 1.938 -1.646
C 1.113 0.715 0.202
C 2.373 0.771 0.786
S 3.301 -0.751 0.519
O 3.882 -1.244 1.735
O 2.440 -1.664 -0.184
N 4.574 -0.236 -0.469
C 5.708 -1.145 -0.515
C 5.454 -2.291 -1.498
O 5.145 -1.789 -2.781
C 3.976 -0.998 -2.742
C 4.152 0.190 -1.791
H 5.397 1.252 1.066
H 4.875 0.418 2.545
H 5.799 1.941 2.666
H 2.093 3.807 2.187
H -0.153 3.683 1.170
H -1.140 0.734 -0.870
H -3.013 1.430 -1.905
H -4.437 0.494 0.465
H -1.676 -2.848 -0.034
H -2.334 -4.963 1.067
H -4.653 -5.256 1.876
H -6.297 -3.421 1.575
H -4.832 2.932 0.036
H -5.033 4.553 -1.840
H -3.869 3.618 -2.779
H -3.369 4.412 -1.280
H -6.075 1.065 -1.086
H -6.589 2.626 -1.715
H -5.485 1.619 -2.652
H 0.859 -0.184 -0.339
H 5.858 -1.526 0.494
H 6.585 -0.570 -0.830
H 6.347 -2.906 -1.617
H 4.624 -2.907 -1.124
H 3.809 -0.652 -3.764
H 3.123 -1.604 -2.408
H 3.214 0.737 -1.684
H 4.923 0.865 -2.179
```



This record from the Open Molecules 2025 dataset describes a molecular structure, C23H28FeN7O6. The level of theory is ωB97M-V with the def2-TZVPD basis set.

Summary:
Multiplicity ... 2
HOMO (spin up / spin down) ... -14.08 / -14.11 eV
LUMO (spin up / spin down) ... -6.71 / -6.53 eV
Charge ... +2
Relative energy (zero: lowest compared OMol25 entry of this formula, charge and spin) ... 0.22 kcal/mol
Total energy ... -81395.9461 eV
Kohn-Sham gap (spin up / spin down) ... 7.37 / 7.58 eV

The geometry in XYZ format:
```
65
C23H28FeN7O6 (ωB97M-V with the def2-TZVPD basis set)
Fe 0.869 -0.502 0.515
N -3.208 -2.133 -0.018
C -1.882 -2.059 0.017
N -1.202 -1.149 0.647
C -1.905 -0.165 1.360
N -1.265 0.685 2.073
N 0.073 0.418 2.041
C 0.788 0.573 3.086
C 2.212 0.348 2.861
C 3.202 0.533 3.805
C 4.516 0.271 3.452
C 4.788 -0.167 2.166
C 3.747 -0.330 1.268
N 2.482 -0.068 1.607
C -3.367 -0.123 1.269
C -4.129 0.889 1.851
C -5.505 0.854 1.749
C -6.134 -0.196 1.080
C -5.394 -1.206 0.494
C -4.010 -1.152 0.588
H -3.646 -2.894 -0.513
H -1.346 -2.814 -0.546
H 0.364 0.845 4.046
H 2.937 0.876 4.798
H 5.314 0.404 4.171
H 5.798 -0.378 1.845
H 3.913 -0.648 0.248
H -3.623 1.686 2.379
H -6.102 1.639 2.194
H -7.215 -0.222 1.018
H -5.879 -2.024 -0.026
O 1.969 -4.354 1.563
C 1.489 -3.351 0.883
O 1.231 -2.269 1.406
C 1.297 -3.650 -0.577
O 0.482 -2.657 -1.130
C 0.910 -2.156 -2.393
C 1.672 -0.844 -2.198
O 1.937 -0.133 -3.136
O 2.063 -0.625 -0.957
H 2.111 -4.113 2.492
H 0.872 -4.646 -0.710
H 2.303 -3.652 -1.009
H 0.047 -2.017 -3.039
H 1.585 -2.858 -2.886
C 2.040 2.642 -0.188
N 1.223 2.522 -1.388
C 1.846 3.030 -2.617
C 0.165 1.713 -1.409
O -0.059 0.848 -0.472
N -0.767 1.808 -2.367
C -1.785 0.772 -2.504
C -1.054 3.057 -3.077
H 2.413 3.664 -0.128
H 2.884 1.955 -0.227
H 1.441 2.449 0.695
H 2.916 2.841 -2.549
H 1.677 4.099 -2.739
H 1.480 2.482 -3.478
H -1.428 -0.170 -2.102
H -2.014 0.645 -3.561
H -2.703 1.055 -1.978
H -0.604 3.898 -2.557
H -2.133 3.200 -3.084
H -0.699 3.030 -4.106
```



This record from the Open Molecules 2025 dataset describes a molecular structure, C23H28IrN2O7PS. The level of theory is ωB97M-V with the def2-TZVPD basis set.

Summary:
Multiplicity ... 2
HOMO (spin up / spin down) ... -4.85 / -4.79 eV
LUMO (spin up / spin down) ... 2.42 / 2.44 eV
Charge ... -1
Relative energy (zero: lowest compared OMol25 entry of this formula, charge and spin) ... 27.68 kcal/mol
Total energy ... -64586.0939 eV
Kohn-Sham gap (spin up / spin down) ... 7.27 / 7.23 eV

The geometry in XYZ format:
```
63
C23H28IrN2O7PS (ωB97M-V with the def2-TZVPD basis set)
Ir -0.500 1.432 -1.938
O -0.346 -3.208 -2.156
C 0.975 -3.340 -1.978
C 1.466 -4.643 -1.842
C 2.811 -4.872 -1.632
C 3.706 -3.810 -1.547
C 3.224 -2.520 -1.671
C 1.873 -2.262 -1.889
C 1.360 -0.868 -1.996
O 0.322 -0.680 -2.691
N 2.033 0.050 -1.310
N 1.438 1.294 -1.428
C 2.208 2.280 -1.125
C 1.988 3.740 -1.090
C 3.177 4.386 -0.670
C 3.341 5.747 -0.564
C 2.277 6.575 -0.896
C 1.100 5.996 -1.306
C 0.928 4.612 -1.403
O -0.372 4.376 -1.815
H -0.583 -2.256 -2.212
H 0.757 -5.459 -1.899
H 3.167 -5.891 -1.530
H 4.761 -3.989 -1.382
H 3.889 -1.669 -1.593
H 3.210 1.978 -0.834
H 4.015 3.750 -0.416
H 4.287 6.152 -0.230
H 2.362 7.652 -0.836
H 0.243 6.601 -1.571
S -2.405 2.849 -2.745
C -0.885 3.188 -2.070
C -4.390 -0.323 2.670
C -3.867 -0.262 1.242
C -4.650 -1.209 0.339
C -3.923 1.166 0.714
O -2.504 -0.740 1.343
P -1.396 -0.477 0.198
O -0.880 0.943 0.331
O -1.881 -0.825 -1.176
O -0.290 -1.544 0.627
C 0.348 -1.694 1.917
C -0.444 -2.727 2.710
C 0.443 -0.377 2.678
C 1.744 -2.211 1.603
H -5.444 -0.041 2.699
H -3.826 0.357 3.310
H -4.286 -1.336 3.063
H -5.691 -0.884 0.271
H -4.623 -2.221 0.748
H -4.206 -1.223 -0.654
H -4.956 1.520 0.755
H -3.580 1.224 -0.320
H -3.292 1.823 1.312
H -1.458 -2.372 2.890
H 0.045 -2.919 3.667
H -0.497 -3.661 2.148
H -0.543 0.016 2.922
H 0.967 0.371 2.085
H 0.991 -0.554 3.607
H 1.689 -3.139 1.030
H 2.290 -2.399 2.530
H 2.284 -1.474 1.009
```



This record from the Open Molecules 2025 dataset describes C23H28N2O3S in the gas phase. The level of theory is ωB97M-V with the def2-TZVPD basis set.

Summary:
Multiplicity ... 1
HOMO ... -8.03 eV
LUMO ... 0.65 eV
Relative energy (zero: lowest compared OMol25 entry of this formula, charge and spin) ... 0.04 kcal/mol
SMILES string ... CC(C)Oc1ccc(CNC(=O)CCC(=O)N2C[C@@H](C)Sc3ccccc32)cc1
Total energy ... -44265.3112 eV
Kohn-Sham gap ... 8.68 eV

The geometry in XYZ format:
```
57
C23H28N2O3S (ωB97M-V with the def2-TZVPD basis set)
C -5.894 -0.467 -0.500
C -4.800 0.485 -0.016
C -5.228 1.943 -0.157
O -3.623 0.345 -0.797
C -2.759 -0.679 -0.579
C -1.658 -0.718 -1.441
C -0.701 -1.699 -1.313
C -0.808 -2.673 -0.322
C 0.252 -3.737 -0.204
N 1.535 -3.185 0.182
C 2.486 -2.882 -0.723
O 2.392 -3.129 -1.909
C 3.715 -2.210 -0.122
C 3.504 -0.698 0.020
C 2.560 -0.366 1.158
O 2.311 -1.166 2.047
N 1.987 0.868 1.166
C 0.954 1.125 2.153
C -0.421 0.876 1.557
C -1.535 1.062 2.572
S -0.697 2.059 0.174
C 0.938 2.462 -0.338
C 1.051 3.456 -1.307
C 2.287 3.869 -1.757
C 3.436 3.309 -1.220
C 3.336 2.323 -0.259
C 2.095 1.860 0.169
C -1.892 -2.625 0.537
C -2.867 -1.646 0.414
H -5.559 -1.500 -0.442
H -6.139 -0.244 -1.535
H -6.786 -0.350 0.110
H -4.574 0.283 1.042
H -5.451 2.159 -1.198
H -4.422 2.597 0.165
H -6.110 2.135 0.446
H -1.584 0.040 -2.204
H 0.140 -1.727 -1.990
H -0.042 -4.492 0.532
H 0.404 -4.216 -1.176
H 1.636 -2.826 1.122
H 3.936 -2.638 0.856
H 4.553 -2.388 -0.796
H 3.129 -0.275 -0.914
H 4.471 -0.240 0.238
H 1.120 0.443 2.991
H 1.043 2.159 2.499
H -0.460 -0.128 1.126
H -1.486 2.056 3.012
H -1.445 0.319 3.361
H -2.501 0.945 2.089
H 0.145 3.897 -1.695
H 2.356 4.637 -2.512
H 4.409 3.646 -1.541
H 4.229 1.914 0.186
H -1.994 -3.369 1.315
H -3.699 -1.657 1.101
```



This record from the Open Molecules 2025 dataset describes a molecular structure, C23H28N3O3P2W. The level of theory is ωB97M-V with the def2-TZVPD basis set.

Summary:
Multiplicity ... 1
HOMO ... -17.50 eV
LUMO ... -11.53 eV
Charge ... +3
Total energy ... -55296.1034 eV
Kohn-Sham gap ... 5.98 eV

The geometry in XYZ format:
```
60
C23H28N3O3P2W (ωB97M-V with the def2-TZVPD basis set)
W -0.672 -0.789 -0.155
C -1.487 3.396 1.069
C -1.263 1.943 1.254
O -0.988 1.244 0.220
C -1.351 1.377 2.561
C -0.996 0.091 2.832
C -0.876 -0.514 4.186
N -0.674 -0.700 1.735
N 0.123 -1.805 1.801
C 1.249 -1.718 1.018
O 1.279 -0.738 0.106
C 2.253 -2.726 1.041
C 3.333 -2.658 0.140
C 4.326 -3.610 0.204
C 4.255 -4.624 1.158
C 3.191 -4.698 2.055
C 2.188 -3.755 2.003
H -1.441 3.673 0.019
H -0.736 3.951 1.639
H -2.453 3.677 1.498
H -1.621 2.035 3.376
H -1.703 -0.183 4.813
H 0.049 -0.165 4.654
H -0.858 -1.599 4.140
H 3.395 -1.858 -0.584
H 5.164 -3.568 -0.478
H 5.042 -5.366 1.205
H 3.155 -5.490 2.790
H 1.360 -3.802 2.697
C 0.010 -0.835 -3.723
P -0.297 0.383 -2.423
C 1.152 1.450 -2.305
C -1.738 1.373 -2.839
C -1.643 2.381 -3.793
C -2.770 3.125 -4.124
C -3.984 2.869 -3.504
C -4.088 1.863 -2.552
C -2.968 1.111 -2.216
P -3.073 -0.263 -1.058
C -4.170 0.188 0.307
C -3.849 -1.660 -1.899
H 0.179 -0.301 -4.662
H -0.849 -1.493 -3.847
H 0.897 -1.423 -3.488
H 1.311 1.974 -3.248
H 2.032 0.841 -2.094
H 1.013 2.180 -1.509
H -0.707 2.603 -4.289
H -2.696 3.908 -4.866
H -4.857 3.453 -3.764
H -5.049 1.676 -2.087
H -5.183 0.319 -0.081
H -3.861 1.120 0.775
H -4.197 -0.611 1.049
H -4.793 -1.323 -2.332
H -4.053 -2.466 -1.194
H -3.210 -2.025 -2.702
O -1.050 -4.875 -1.005
C -1.045 -3.743 -0.881
N -1.053 -2.514 -0.772
```



This record from the Open Molecules 2025 dataset describes a molecular structure, C23H28N4O2Re in a non-equilibrium geometry. The level of theory is ωB97M-V with the def2-TZVPD basis set.

Summary:
Multiplicity ... 4
HOMO (spin up / spin down) ... -20.36 / -20.36 eV
LUMO (spin up / spin down) ... -14.81 / -15.82 eV
Charge ... +4
Total energy ... -36438.9822 eV
Kohn-Sham gap (spin up / spin down) ... 5.55 / 4.54 eV

The geometry in XYZ format:
```
58
C23H28N4O2Re (ωB97M-V with the def2-TZVPD basis set)
N 0.206 2.223 -1.688
C 0.288 3.129 -2.392
C 0.444 4.212 -3.327
H 1.495 4.535 -3.381
H -0.168 5.077 -3.017
H 0.122 3.906 -4.334
N -3.479 -3.145 -2.314
C -4.136 -3.485 -3.189
C -4.976 -3.918 -4.306
H -6.025 -3.641 -4.124
H -4.913 -5.009 -4.428
H -4.640 -3.439 -5.237
N 3.011 -3.650 -1.635
C 3.782 -4.065 -2.376
C 4.766 -4.590 -3.322
H 4.259 -4.977 -4.218
H 5.341 -5.407 -2.861
H 5.463 -3.795 -3.626
Re -0.332 -1.594 -0.353
C -0.250 -3.178 -1.614
O -0.246 -4.076 -2.396
C -1.478 -0.607 -1.616
O -2.188 -0.038 -2.423
C -1.071 -0.456 1.483
C 0.306 -0.552 1.624
C 0.924 -1.785 1.632
C 0.154 -2.933 1.486
C -1.228 -2.834 1.332
C -1.841 -1.592 1.334
H -1.572 0.515 1.517
H 0.898 0.343 1.754
H 1.986 -1.847 1.756
H 0.619 -3.899 1.510
H -1.817 -3.730 1.251
H -2.912 -1.508 1.248
C 2.772 2.283 4.253
N 1.764 1.632 3.324
C 0.530 1.334 4.135
C 1.560 2.477 2.006
C 0.273 2.373 1.043
C -0.282 3.640 1.043
C -1.491 4.044 0.456
C -2.263 3.076 -0.154
C -1.754 1.779 -0.243
C -0.449 1.399 0.128
H 2.326 3.168 4.702
H 3.667 2.539 3.694
H 3.015 1.565 5.030
H 2.235 0.757 3.069
H 0.216 2.217 4.696
H -0.295 1.014 3.510
H 0.784 0.531 4.820
H 1.635 3.502 2.417
H 2.502 2.379 1.429
H 0.152 4.516 1.570
H -1.861 5.057 0.524
H -3.240 3.350 -0.531
H -2.587 1.178 -0.668
```



This record from the Open Molecules 2025 dataset describes C23H28N4O3 in the gas phase. The level of theory is ωB97M-V with the def2-TZVPD basis set.

Summary:
Multiplicity ... 1
HOMO ... -8.09 eV
LUMO ... 0.07 eV
Relative energy (zero: lowest compared OMol25 entry of this formula, charge and spin) ... 40.74 kcal/mol
SMILES string ... COc1ccc2[nH]c(=O)c(CN(CCN(C)C)C(=O)NCc3ccccc3)cc2c1
Total energy ... -36409.5546 eV
Kohn-Sham gap ... 8.16 eV

The geometry in XYZ format:
```
58
C23H28N4O3 (ωB97M-V with the def2-TZVPD basis set)
C -3.277 -3.636 -0.854
O -3.948 -2.872 0.119
C -3.397 -1.691 0.507
C -4.106 -0.996 1.501
C -3.643 0.198 1.992
C -2.454 0.742 1.500
N -1.952 1.922 1.979
C -0.796 2.535 1.558
O -0.411 3.561 2.095
C -0.098 1.852 0.470
C 1.149 2.530 -0.046
N 2.190 1.604 -0.432
C 2.696 1.653 -1.787
C 1.755 0.985 -2.800
N 2.294 1.042 -4.147
C 2.105 2.339 -4.760
C 1.760 -0.009 -4.987
C 2.648 0.616 0.403
O 3.351 -0.295 0.005
N 2.313 0.759 1.720
C 2.436 -0.355 2.637
C 1.117 -1.069 2.791
C 0.844 -2.216 2.059
C -0.376 -2.857 2.188
C -1.341 -2.351 3.041
C -1.086 -1.193 3.755
C 0.136 -0.555 3.630
C -0.553 0.670 -0.003
C -1.746 0.067 0.493
C -2.228 -1.154 0.005
H -3.211 -3.102 -1.808
H -3.875 -4.536 -0.986
H -2.271 -3.912 -0.523
H -5.020 -1.433 1.870
H -4.192 0.722 2.761
H -2.449 2.390 2.728
H 1.499 3.239 0.718
H 0.887 3.121 -0.928
H 3.647 1.117 -1.802
H 2.874 2.698 -2.051
H 0.751 1.447 -2.745
H 1.667 -0.065 -2.514
H 2.583 3.107 -4.157
H 2.574 2.337 -5.743
H 1.039 2.599 -4.881
H 1.991 -0.976 -4.542
H 2.238 0.043 -5.964
H 0.669 0.066 -5.128
H 1.671 1.482 1.997
H 3.190 -1.023 2.214
H 2.784 0.023 3.603
H 1.598 -2.607 1.392
H -0.571 -3.761 1.629
H -2.290 -2.855 3.149
H -1.838 -0.793 4.420
H 0.336 0.343 4.197
H -0.005 0.153 -0.777
H -1.658 -1.653 -0.761
```